This record from OMol25 describes C20H36BCl20GaNO3 as an isolated structure in a non-equilibrium geometry. The level of theory is ωB97M-V with the def2-TZVPD basis set.

```
82
Properties=species:S:1:pos:R:3:mulliken_charge:R:1
C -5.431 2.615 0.534 -0.7698
B -4.121 3.549 0.546 0.2771
O -4.021 4.580 -0.443 -0.6874
Ga -2.604 3.169 1.993 0.3722
C -2.767 4.401 3.645 -0.5260
O -3.088 3.734 4.923 -0.1726
N -1.972 3.117 5.461 0.2246
O -1.372 3.836 6.174 -0.3591
C -2.772 1.155 2.450 -0.8143
C -2.037 0.218 1.486 0.6373
C -1.296 0.661 0.384 -0.5599
C -0.597 -0.208 -0.464 -1.3947
C -0.633 -1.589 -0.255 0.2128
C -1.386 -2.059 0.825 -0.7218
C -2.071 -1.186 1.676 1.2668
C -2.847 -1.819 2.827 -1.4611
H -6.105 3.012 -0.254 -0.0613
H -5.922 2.556 1.517 0.3431
H -5.190 1.579 0.226 0.3393
H -3.612 4.140 -1.206 0.2527
H -1.146 3.481 1.344 -0.4729
H -1.809 4.938 3.804 0.4033
H -3.510 5.188 3.430 0.1563
H -2.443 0.922 3.481 0.4739
H -3.854 0.919 2.394 0.2254
H -1.227 1.725 0.138 -0.0031
H -0.043 0.201 -1.289 0.9473
H -0.058 -2.246 -0.924 -0.1932
H -1.424 -3.142 0.988 0.2133
H -3.916 -1.548 2.792 0.2737
H -2.808 -2.920 2.769 0.3712
H -2.437 -1.517 3.805 0.2831
C 3.276 0.722 -0.750 -0.0451
Cl 3.771 -0.800 -0.022 -0.1222
Cl 1.618 1.093 -0.294 -0.0243
H 3.938 1.514 -0.409 -0.1505
H 3.335 0.636 -1.832 0.3449
C 3.489 -4.206 -2.050 -0.0862
Cl 3.996 -5.743 -1.332 -0.1489
Cl 1.838 -3.793 -1.598 -0.0814
H 4.153 -3.420 -1.703 -0.0162
H 3.544 -4.290 -3.131 0.2709
C -0.794 -6.243 -3.157 -0.4545
Cl 0.898 -6.344 -3.661 -0.1092
Cl -1.236 -4.599 -2.695 -0.0908
H -1.423 -6.555 -3.984 0.3084
H -0.944 -6.900 -2.307 0.3333
C 0.281 -6.282 -7.840 -0.2629
Cl -0.531 -5.252 -6.659 -0.1200
Cl 1.912 -5.701 -8.199 -0.1554
H 0.350 -7.288 -7.439 0.2282
H -0.298 -6.286 -8.757 0.3092
C 4.238 0.586 3.752 -0.3052
Cl 3.489 1.376 2.369 -0.0532
Cl 5.984 0.894 3.819 -0.1869
H 3.782 0.963 4.660 0.3056
H 4.077 -0.484 3.672 0.2467
C -3.748 7.116 5.944 -0.0162
Cl -4.677 7.994 7.174 -0.2009
Cl -2.186 7.882 5.642 -0.1647
H -3.578 6.101 6.289 0.1569
H -4.315 7.104 5.020 0.2170
C 5.507 4.460 -1.341 -0.2837
Cl 5.535 4.362 -3.108 -0.1688
Cl 5.788 2.886 -0.585 -0.1146
H 6.284 5.145 -1.019 0.3021
H 4.535 4.826 -1.029 0.2699
C 5.391 -9.616 -2.468 -0.3324
Cl 5.238 -9.974 -0.744 -0.1543
Cl 3.893 -8.959 -3.131 -0.0820
H 6.183 -8.887 -2.605 0.2546
H 5.635 -10.533 -2.995 0.3182
C -8.063 5.358 -0.708 -0.2107
Cl -7.825 5.878 0.963 -0.1473
Cl -8.611 3.681 -0.794 -0.1654
H -8.810 5.995 -1.169 0.3063
H -7.119 5.444 -1.238 0.1972
C 7.488 -0.263 -2.638 -0.3690
Cl 6.471 -1.707 -2.554 -0.0896
Cl 6.556 1.171 -3.080 -0.0861
H 7.943 -0.098 -1.667 0.2325
H 8.257 -0.424 -3.386 0.3205
```

The spin multiplicity is 1. The calculation puts the lowest unoccupied orbital energy at 1.66 eV. As for the energy: -12217.4661 hartree. Its HOMO energy is -4.0421 eV. Its total charge is -1. As for the orbital gap: 5.7039 eV.